38
Properties=species:S:1:pos:R:3 method="wB97M-V/def2-TZVPD" e_lumo_ha=-0.0581 orbital_gap_ev=5.220
F -1.144 2.540 1.647
C 0.014 1.880 1.520
C -0.101 0.400 1.380
F -1.015 -0.013 2.407
C 1.208 -0.340 1.733
O 1.193 -1.559 1.871
C 2.383 0.467 1.986
F 3.556 -0.206 2.027
C 2.352 1.806 2.164
F 3.460 2.482 2.493
C 1.140 2.609 1.972
O 1.133 3.828 2.229
Cl -3.288 3.645 -2.356
C -3.226 2.370 -1.205
C -4.368 1.992 -0.497
C -4.257 0.892 0.353
C -3.071 0.197 0.439
N -1.959 0.636 -0.187
C -0.702 -0.125 0.103
C 0.261 -0.185 -1.089
C 1.075 -1.426 -1.299
C 2.039 -1.379 -2.322
C 2.962 -2.414 -2.473
C 2.953 -3.496 -1.583
C 1.941 -3.598 -0.625
C 0.959 -2.613 -0.548
O 0.392 0.755 -1.864
C -2.003 1.753 -0.951
H -5.279 2.575 -0.589
H -5.067 0.529 0.974
H -2.921 -0.690 1.046
H -1.039 -1.128 0.352
H 2.048 -0.510 -2.983
H 3.702 -2.351 -3.271
H 3.738 -4.253 -1.635
H 1.922 -4.429 0.081
H 0.095 -2.759 0.090
H -1.087 2.118 -1.391


17
Properties=species:S:1:pos:R:3 method="wB97M-V/def2-TZVPD" e_above_lowest_ev=0.334 total_charge=-1 e_lumo_ha=0.1317 orbital_gap_ev=8.263
O 1.456 2.248 -0.592
C 0.633 1.491 -0.049
O -0.511 1.843 0.351
C 0.943 -0.039 0.129
C -0.291 -0.914 -0.087
C -0.318 -2.162 0.724
C -0.942 -3.297 0.421
H 1.374 -0.185 1.123
H 1.702 -0.281 -0.620
H -0.343 -1.120 -1.156
H -1.124 -0.331 0.319
H 0.106 -2.057 1.720
H -1.336 -3.500 -0.573
H -1.012 -4.169 1.062
H 0.595 3.958 -1.118
H -0.760 3.948 -0.581
O -0.174 4.566 -1.073


17
Properties=species:S:1:pos:R:3 method="wB97M-V/def2-TZVPD" spin_multiplicity=3 s2=2.035 e_lumo_ha="0.0184 / -0.1517" orbital_gap_ev="8.043 / 5.708"
C 2.429 0.579 0.123
C 1.826 -0.373 0.960
C 1.655 1.091 -0.879
C 0.515 -0.602 0.800
C 0.339 0.829 -1.174
C -0.250 -0.042 -0.239
C -2.519 -1.175 0.354
C -1.650 -0.285 -0.419
O -3.579 -1.553 -0.005
F -2.184 0.124 -1.517
Cl -2.337 1.314 1.284
H 3.455 0.970 0.156
H 2.373 -1.003 1.600
H 1.989 1.853 -1.487
H 0.082 -1.470 1.385
H -0.078 1.309 -2.140
H -2.066 -1.565 1.198


33
Properties=species:S:1:pos:R:3 method="wB97M-V/def2-TZVPD" spin_multiplicity=4 s2=3.761 e_lumo_ha="0.0237 / -0.0012" orbital_gap_ev="9.061 / 8.491"
H -0.443 2.864 2.438
N -0.009 1.617 0.759
B 0.702 0.741 -1.503
N 0.601 1.883 -0.461
C 0.979 3.177 -0.517
Co -0.418 -0.323 1.191
H 1.534 3.533 -1.370
C 0.567 3.798 0.663
H 0.704 4.832 0.916
C -0.032 2.789 1.438
H 1.128 1.122 -2.553
C -1.768 -2.319 2.402
H -2.115 -1.906 3.352
H -0.922 -2.984 2.599
H -2.589 -2.888 1.943
N -0.718 0.119 -1.591
N 1.600 -0.331 -0.844
N -1.324 -0.387 -0.437
N 1.162 -0.974 0.310
C -1.558 0.000 -2.630
C 2.814 -0.792 -1.189
H -1.257 0.366 -3.601
H 3.345 -0.316 -1.989
C -2.735 -0.586 -2.192
C 3.163 -1.811 -0.304
C -2.560 -0.825 -0.817
C 2.116 -1.886 0.637
H -3.604 -0.805 -2.781
H 4.054 -2.394 -0.331
H -3.252 -1.263 -0.119
H 2.015 -2.511 1.507
H -1.474 -1.486 1.657
Br 0.292 -0.057 3.415


16
Properties=species:S:1:pos:R:3 method="wB97M-V/def2-TZVPD" e_above_lowest_ev=0.658 smiles=Nc1ccc(CS)[nH]1 e_lumo_ha=0.0314 orbital_gap_ev=8.417
C -0.553 -1.146 0.687
C -0.462 -1.489 -0.657
C 0.223 -0.454 -1.310
C 0.606 0.478 -0.370
C 1.231 1.820 -0.459
H -1.964 -2.364 1.398
H -0.572 -2.381 2.334
H -1.017 -2.299 -1.168
H 0.541 -0.449 -2.348
H 2.109 1.703 -1.138
H 1.572 2.175 0.498
H -0.937 2.806 -0.495
H 0.259 0.374 1.764
N -1.243 -1.798 1.757
N 0.065 0.056 0.837
S 0.142 2.968 -1.330


80
Properties=species:S:1:pos:R:3 method="wB97M-V/def2-TZVPD" smiles="NC(N)(N)C[C@@H](CC(=O)O)OC=O.FC(F)C(F)(F)COC(F)(F)C(F)F.FC(F)C(F)(F)COC(F)(F)C(F)F.FC(F)C(F)(F)COC(F)(F)C(F)F" e_lumo_ha=0.0153 orbital_gap_ev=9.938
N 3.819 -1.583 1.995
C 3.853 -2.879 1.373
N 3.888 -3.895 2.404
N 5.162 -2.922 0.641
C 2.735 -3.145 0.340
C 1.276 -3.184 0.811
C 0.827 -4.323 1.761
C 0.627 -3.924 3.217
O -0.348 -3.319 3.545
O 1.539 -4.340 4.152
O 0.879 -1.887 1.326
C 0.403 -1.076 0.343
O 0.815 0.048 0.238
H 2.925 -1.363 2.408
H 4.148 -0.845 1.392
H 4.066 -4.789 1.960
H 4.667 -3.676 3.016
H 5.232 -3.851 0.234
H 5.112 -2.289 -0.157
H 2.802 -2.311 -0.367
H 2.959 -4.052 -0.226
H 0.686 -3.345 -0.099
H 1.483 -5.187 1.671
H -0.155 -4.647 1.416
H 2.161 -3.622 4.326
H -0.361 -1.457 -0.352
C -3.598 3.643 -0.795
C -3.237 4.715 -1.844
C -3.602 4.469 -3.315
F -3.040 3.358 -3.820
F -3.162 5.517 -4.051
F -1.931 5.036 -1.729
F -3.950 5.825 -1.493
O -2.619 2.701 -0.362
C -2.349 1.525 -1.030
C -0.924 1.476 -1.616
F -0.668 2.543 -2.403
F -0.790 0.359 -2.381
F -3.299 1.242 -1.961
F -2.405 0.539 -0.107
H -3.791 4.219 0.109
H -4.539 3.151 -1.039
H -4.687 4.399 -3.428
H -0.173 1.443 -0.827
C 3.829 2.020 -3.190
C 4.307 1.405 -1.860
C 3.689 1.907 -0.552
F 3.867 3.222 -0.349
F 4.277 1.260 0.489
F 5.654 1.455 -1.801
F 3.964 0.080 -1.918
O 4.582 3.061 -3.811
C 4.444 4.397 -3.490
C 5.709 4.991 -2.849
F 6.119 4.275 -1.789
F 5.441 6.248 -2.433
F 3.342 4.618 -2.752
F 4.272 5.057 -4.654
H 3.917 1.202 -3.904
H 2.767 2.267 -3.153
H 2.619 1.685 -0.529
H 6.517 5.017 -3.583
C -6.107 -1.159 2.842
C -5.687 -0.331 1.620
C -5.886 -0.933 0.231
F -5.235 -2.095 0.065
F -5.395 -0.070 -0.683
F -4.417 0.088 1.777
F -6.475 0.785 1.635
O -5.125 -1.892 3.537
C -4.731 -3.145 3.137
C -3.281 -3.180 2.662
F -3.044 -2.263 1.705
F -3.026 -4.408 2.137
F -5.581 -3.665 2.229
F -4.796 -3.938 4.226
H -6.422 -0.415 3.572
H -6.991 -1.763 2.635
H -6.949 -1.089 0.030
H -2.604 -2.990 3.498


150
Properties=species:S:1:pos:R:3 method="wB97M-V/def2-TZVPD" smiles=CCN(CC)CC.CCN(CC)CC.CCN(CC)CC.CCN(CC)CC.CCN(CC)CC.CCN(CC)CC.CC#N.CC#N.CC#N e_lumo_ha=0.0154 orbital_gap_ev=8.249
C -0.736 3.946 0.016
C -2.107 4.479 0.226
N -3.183 4.896 0.134
H -0.608 3.797 -1.070
H -0.665 3.045 0.611
H 0.009 4.669 0.422
C 2.655 1.573 4.225
C 1.512 1.749 3.364
N 0.727 1.969 2.569
H 3.025 2.581 4.457
H 3.428 0.954 3.870
H 2.236 1.232 5.154
C -0.029 0.128 -0.549
C -0.859 0.407 -1.719
N -1.439 0.556 -2.690
H -0.092 1.003 0.095
H 0.922 -0.254 -0.835
H -0.623 -0.726 -0.091
C -1.390 1.914 -6.769
C -0.479 2.251 -5.590
N -0.465 3.680 -5.228
C -1.838 4.255 -5.002
C -2.452 3.752 -3.771
C 0.453 3.880 -4.125
C 0.755 5.320 -3.775
H -2.436 1.853 -6.512
H -1.150 1.012 -7.289
H -1.306 2.729 -7.479
H -0.754 1.555 -4.826
H 0.534 1.891 -5.939
H -2.480 4.058 -5.880
H -1.761 5.340 -4.945
H -1.953 4.214 -2.886
H -2.432 2.672 -3.626
H -3.479 4.093 -3.603
H 0.176 3.408 -3.169
H 1.420 3.457 -4.456
H -0.054 5.969 -3.421
H 1.369 5.297 -2.880
H 1.173 5.911 -4.615
C -2.557 -5.236 1.166
C -2.123 -3.836 0.714
N -1.066 -3.776 -0.244
C -1.367 -4.275 -1.556
C -2.425 -3.427 -2.329
C 0.215 -4.207 0.336
C 1.415 -3.741 -0.416
H -1.796 -5.760 1.734
H -2.827 -5.875 0.346
H -3.495 -5.177 1.748
H -2.947 -3.290 0.275
H -1.961 -3.199 1.618
H -0.485 -4.332 -2.141
H -1.761 -5.295 -1.463
H -2.470 -3.846 -3.327
H -3.346 -3.415 -1.808
H -2.138 -2.371 -2.611
H 0.392 -5.343 0.396
H 0.266 -3.995 1.378
H 1.288 -4.194 -1.433
H 2.392 -4.043 -0.004
H 1.387 -2.636 -0.552
C 3.102 4.071 0.988
C 3.860 2.837 0.521
N 4.658 2.150 1.521
C 5.960 2.810 1.718
C 6.635 2.451 3.070
C 4.762 0.704 1.322
C 3.473 -0.127 1.225
H 2.429 3.874 1.804
H 2.542 4.517 0.101
H 3.724 4.863 1.336
H 3.045 2.133 0.136
H 4.431 3.072 -0.428
H 6.596 2.683 0.850
H 5.774 3.900 1.761
H 7.595 2.953 3.199
H 5.919 2.654 3.894
H 7.001 1.407 3.098
H 5.323 0.341 2.186
H 5.441 0.390 0.498
H 3.905 -1.157 1.307
H 3.041 0.097 0.247
H 2.719 0.037 2.013
C -3.571 -1.396 5.679
C -2.073 -1.485 5.955
N -1.483 -2.790 5.694
C -1.979 -3.817 6.574
C -2.014 -5.134 5.767
C -0.057 -2.645 5.619
C 0.385 -2.273 4.204
H -3.828 -0.365 5.490
H -4.057 -1.757 6.572
H -3.880 -2.106 4.887
H -1.570 -0.742 5.351
H -1.893 -1.125 7.028
H -1.420 -3.941 7.524
H -3.051 -3.521 6.832
H -2.841 -5.132 5.085
H -1.119 -5.123 5.147
H -1.913 -6.021 6.402
H 0.388 -3.586 5.898
H 0.285 -1.946 6.375
H -0.075 -1.367 3.860
H 0.056 -2.969 3.453
H 1.493 -2.142 4.187
C -2.746 0.265 2.792
C -3.288 1.041 1.533
N -4.434 0.338 0.906
C -5.230 1.063 -0.023
C -4.539 1.456 -1.302
C -4.097 -1.012 0.452
C -5.217 -1.958 0.041
H -3.570 -0.250 3.309
H -2.285 0.993 3.465
H -1.985 -0.409 2.500
H -3.655 2.009 1.837
H -2.454 1.231 0.790
H -5.712 1.882 0.471
H -6.054 0.405 -0.233
H -5.242 1.911 -1.977
H -4.092 0.568 -1.780
H -3.703 2.122 -1.154
H -3.388 -0.994 -0.307
H -3.560 -1.535 1.255
H -4.860 -3.025 0.024
H -6.173 -1.954 0.594
H -5.478 -1.654 -0.964
C 4.587 -1.689 -2.208
C 3.510 -1.584 -3.237
N 2.615 -0.502 -3.030
C 3.078 0.829 -2.699
C 4.054 1.528 -3.685
C 1.535 -0.484 -4.074
C 0.471 -1.589 -3.844
H 5.416 -0.963 -2.347
H 5.064 -2.665 -2.285
H 4.135 -1.524 -1.181
H 3.897 -1.515 -4.277
H 2.935 -2.520 -3.156
H 2.209 1.486 -2.591
H 3.618 0.825 -1.766
H 3.616 1.756 -4.647
H 4.533 2.385 -3.295
H 4.920 0.801 -3.853
H 1.984 -0.506 -5.093
H 1.058 0.471 -3.852
H -0.491 -1.136 -4.038
H 0.440 -1.854 -2.804
H 0.648 -2.564 -4.451


88
Properties=species:S:1:pos:R:3 method="wB97M-V/def2-TZVPD" smiles="CC(=O)OCCCCCC[C@H]1CO[C@@H](C[SH](=O)=O)C1.CCOS(C)(=O)=O.CCOS(C)(=O)=O.CCOS(C)(=O)=O" e_lumo_ha=-0.0158 orbital_gap_ev=9.366
C -3.023 1.961 3.041
C -2.672 1.949 4.606
O -2.650 3.044 5.195
O -2.416 0.757 5.320
C -1.109 0.196 4.961
C 0.030 1.044 5.710
C 1.489 0.430 5.468
C 2.431 1.311 4.511
C 1.975 1.051 2.975
C 2.091 2.406 2.089
C 0.985 2.331 0.937
C -0.079 3.563 0.806
O -0.461 3.744 -0.603
C 0.033 2.554 -1.251
C -0.183 2.348 -2.813
S -0.883 0.614 -2.986
O -2.243 0.529 -2.308
O 0.065 -0.264 -2.180
C 1.479 2.386 -0.610
H -2.326 1.297 2.438
H -4.100 1.581 2.905
H -2.998 3.034 2.674
H -1.118 -0.905 5.238
H -1.031 0.255 3.826
H 0.025 2.136 5.354
H -0.245 1.035 6.826
H 1.979 0.236 6.478
H 1.372 -0.592 4.962
H 2.218 2.407 4.754
H 3.523 1.019 4.657
H 2.499 0.162 2.502
H 0.864 0.809 3.028
H 1.783 3.252 2.794
H 3.152 2.496 1.696
H 0.540 1.275 0.965
H -1.029 3.050 1.210
H 0.199 4.511 1.383
H -0.610 1.734 -0.758
H 0.800 2.428 -3.400
H -0.944 3.041 -3.294
H -0.926 0.177 -4.304
H 2.181 3.299 -0.646
H 2.147 1.542 -0.978
O 1.669 -3.440 3.156
S 1.960 -4.442 2.164
O 3.246 -4.525 1.525
O 0.815 -4.399 1.025
C 0.537 -3.151 0.389
C 1.573 -2.817 -0.667
C 1.553 -6.033 2.825
H 0.453 -2.349 1.128
H -0.441 -3.252 -0.089
H 2.544 -2.610 -0.211
H 1.271 -1.936 -1.236
H 1.711 -3.655 -1.354
H 0.552 -5.991 3.253
H 2.283 -6.270 3.598
H 1.604 -6.769 2.024
O 3.526 2.495 -3.566
S 4.339 1.374 -3.963
O 5.706 1.241 -3.538
O 4.277 1.224 -5.571
C 4.596 2.362 -6.373
C 6.095 2.574 -6.469
C 3.476 -0.120 -3.568
H 4.093 3.256 -5.995
H 4.197 2.165 -7.371
H 6.512 2.873 -5.505
H 6.327 3.357 -7.195
H 6.599 1.652 -6.768
H 2.458 -0.047 -3.947
H 3.468 -0.227 -2.484
H 4.001 -0.960 -4.021
O -5.729 -0.714 -0.206
S -6.107 -1.018 -1.561
O -7.434 -0.755 -2.054
O -5.733 -2.560 -1.875
C -6.221 -3.571 -0.995
C -7.680 -3.890 -1.264
C -4.936 -0.277 -2.661
H -6.064 -3.285 0.049
H -5.619 -4.465 -1.178
H -8.321 -3.048 -0.995
H -7.998 -4.758 -0.682
H -7.842 -4.094 -2.325
H -3.934 -0.529 -2.329
H -5.083 0.802 -2.630
H -5.118 -0.650 -3.669


Values for electronic energy, a.u., ordered as above
-1870.03533; -421.69495; -943.57967; -4699.72293; -703.00586; -3902.96267; -2152.26283; -3512.93227